C15H16FeN3O2S4Sb as an isolated structure in a non-equilibrium geometry, computed with wB97M-V/def2-TZVPD.

As for the lowest unoccupied orbital energy (alpha / beta): 4.45 / 4.45 eV. The relative energy (zero: lowest compared OMol25 entry of this formula, charge and spin) is 0.386 eV. As for the charge: -2. For the largest force on an atom, the calculation gives 2.83 eV/Å. Its spin multiplicity is 5. The molecular weight is 576.19 Da.

The geometry in XYZ format:
```
42
Properties=species:S:1:pos:R:3:forces:R:3
Fe 0.0256 -1.4732 -0.0244 -0.20 -0.54 0.09
C 0.2134 1.7923 2.6758 0.12 -0.26 -0.13
C 0.5538 0.5823 1.8538 -1.87 1.02 -0.79
N -0.1997 0.2323 0.8033 1.69 0.93 0.86
N -1.0811 1.0809 0.2924 -1.09 1.68 0.28
C -1.5228 0.7090 -0.8995 1.69 -2.22 0.45
O -1.1523 -0.3939 -1.4542 -0.50 1.14 0.18
C -2.3684 1.6475 -1.6236 -0.94 0.89 -0.74
C -2.4060 1.6131 -3.0251 0.32 -0.33 0.66
C -3.1834 2.5003 -3.7336 -0.27 0.36 -0.19
C -3.9668 3.4373 -3.0677 0.10 -0.14 0.02
C -3.9461 3.4758 -1.6768 -0.24 0.31 -0.34
C -3.1505 2.6062 -0.9642 0.40 -0.52 0.02
C 1.6555 -0.2416 2.1096 1.25 -1.42 -0.17
C 2.5922 -0.0385 3.1578 -0.70 0.35 -0.29
C 3.6088 -0.9275 3.3531 0.30 -0.65 -0.32
C 3.7339 -2.0279 2.4893 -0.06 0.41 0.20
C 2.8354 -2.1318 1.4426 0.34 -0.49 -0.03
N 1.8363 -1.2946 1.2357 -0.44 0.96 0.69
H -0.6805 2.2350 2.2459 0.01 0.11 0.05
H 0.0138 1.5117 3.7112 0.00 0.00 0.10
H 1.0226 2.5239 2.6726 0.05 0.14 0.01
H -1.7996 0.8785 -3.5345 0.00 -0.11 0.02
H -3.1781 2.4613 -4.8175 -0.06 0.02 0.03
H -4.5891 4.1213 -3.6308 -0.03 0.04 0.02
H -4.5623 4.1972 -1.1517 0.02 -0.01 0.01
H -3.1270 2.6375 0.1134 0.04 -0.04 0.12
H 2.4835 0.8257 3.7941 -0.07 0.07 0.13
H 4.3204 -0.7955 4.1594 -0.04 0.06 0.05
H 4.4995 -2.7740 2.6346 0.07 -0.03 -0.07
H 2.9276 -2.9378 0.7206 -0.18 -0.06 0.05
S -0.6249 -6.0607 1.5881 0.18 0.12 -0.04
Sb -1.3713 -4.2458 0.3952 -0.31 -0.50 0.16
S -1.4356 -2.2669 1.7192 -0.05 -0.34 -0.25
S 0.3520 -3.3904 -1.0955 0.17 -1.18 -0.58
S -3.3465 -4.6711 -0.6962 0.18 0.17 -0.03
C 2.8615 -0.9618 -1.9051 0.17 -0.03 -0.18
O 1.5886 -0.4055 -1.6782 -0.16 0.13 -0.32
H 3.2981 -0.5502 -2.8274 0.11 -0.09 0.14
H 2.8321 -2.0536 -1.9731 -0.07 0.01 0.02
H 3.4762 -0.6856 -1.0489 0.08 0.01 -0.07
H 0.9626 -0.7405 -2.3383 -0.01 0.03 0.19
```
Forces are in eV/Å.